# C3H9NO2

2 unconnected molecules or ions with the total composition C3H9NO2 at a distorted geometry (wB97M-V/def2-TZVPD, the Open Molecules 2025 dataset).

XYZ file:
```
15
Properties=species:S:1:pos:R:3:nbo_charge:R:1
O -0.633 0.474 -1.588 -0.525
H -2.387 -1.144 -2.957 0.242
H 2.616 1.517 2.804 0.472
O 1.702 1.657 2.521 -0.720
H 2.590 0.922 0.177 0.348
H 1.025 1.242 -0.260 0.382
H -3.226 -0.837 -1.314 0.243
N 1.621 0.651 0.300 -0.861
C -1.183 -0.523 -1.201 0.440
C -2.350 -1.181 -1.867 -0.734
H 1.738 -0.347 2.053 0.136
H -2.313 -2.276 -1.775 0.225
C 1.287 0.607 1.722 0.077
H -0.723 -1.068 -0.347 0.110
H 0.237 0.307 1.732 0.165
```

Values from the calculation:
Calculated total energy (eV): -8840.846
Energy above the lowest of the compared OMol25 structures with the same formula, charge and spin (kcal per mole): 48.6
Highest occupied orbital energy (eV): -9.30
Largest force on an atom (eV Å⁻¹): 3.28
HOMO-LUMO gap (eV): 10.235
Total charge: 0

=====

# C10H18Cl6Mg2O4

A molecular structure, C10H18Cl6Mg2O4 at a distorted geometry (wB97M-V/def2-TZVPD, the Open Molecules 2025 dataset).

XYZ file:
```
40
Properties=species:S:1:pos:R:3:nbo_charge:R:1
C 2.980 -3.699 2.169 -0.414
C -5.948 -1.853 -0.006 -0.750
C 0.696 0.731 0.334 -0.761
Cl -0.994 6.589 -0.124 -0.027
H 1.293 -2.686 1.333 0.197
H 0.769 1.388 -0.525 0.244
O -3.584 -1.373 0.231 -1.054
H 1.595 0.102 0.402 0.285
H -6.774 -1.365 0.517 0.297
C -1.231 4.018 -0.987 -0.383
O -0.940 -0.684 1.295 -0.896
C 4.554 0.451 -1.188 -0.382
C 3.804 0.280 -2.494 -0.392
O -1.047 -0.274 -0.905 -0.948
C -1.298 5.455 -1.477 -0.396
C -4.708 -1.694 0.803 0.824
H -1.480 3.377 -1.834 0.199
H 0.819 1.307 1.254 0.281
Cl 1.365 -2.039 3.623 -0.044
H -0.231 3.779 -0.641 0.217
H 3.181 -4.204 1.223 0.238
H 0.924 -4.018 2.460 0.219
Cl 3.355 -4.829 3.483 -0.021
C 1.575 -3.163 2.273 -0.405
O -4.633 -2.060 1.990 -0.703
H -5.883 -1.409 -1.003 0.215
H 3.767 -2.944 2.216 0.239
Cl 4.576 -0.916 -3.569 -0.029
C -0.514 -0.147 0.242 0.891
Mg -2.445 -1.683 2.028 1.855
Cl 4.553 -1.062 -0.225 -0.067
H -6.222 -2.894 -0.178 0.297
H 5.552 0.846 -1.352 0.244
H 2.756 0.031 -2.337 0.193
Cl -2.412 3.688 0.310 -0.068
H 4.022 1.225 -0.632 0.210
H -2.279 5.690 -1.885 0.228
H 3.821 1.233 -3.026 0.230
Mg -2.757 -0.823 -1.524 1.896
H -0.580 5.629 -2.276 0.237
```

Values from the calculation:
Calculated total energy (eV): -104864.888
Energy above the lowest of the compared OMol25 structures with the same formula, charge and spin (kcal per mole): 16.2
Highest occupied orbital energy (eV): -14.75
Largest force on an atom (eV Å⁻¹): 2.16
HOMO-LUMO gap (eV): 5.016
Total charge: +2

=====

# C29H36CrN7O2

A molecular structure, C29H36CrN7O2 (wB97M-V/def2-TZVPD, the Open Molecules 2025 dataset).

XYZ file:
```
75
Properties=species:S:1:pos:R:3:lowdin_spin:R:1
C -0.601 -0.896 3.824 0.000
H -0.147 -3.920 0.706 0.000
C 2.257 -0.990 -0.843 0.011
H 0.396 3.566 0.520 0.000
C 4.436 -1.781 -3.043 0.001
C 2.331 0.219 -1.681 0.003
H -4.274 4.169 -2.661 0.000
H 2.968 1.265 -3.379 0.000
C -1.918 -1.454 -0.230 0.001
H 0.280 -1.829 1.593 0.000
N 3.262 1.322 2.662 0.001
C -3.468 0.159 -1.943 0.002
C -2.918 -0.517 3.303 0.000
N 1.289 -0.947 0.044 -0.013
H -3.676 0.006 2.730 0.000
H 2.552 2.710 -2.306 0.000
H -4.326 -1.687 4.408 0.000
H 1.145 4.564 -1.727 0.000
H -2.194 -3.498 -0.726 0.000
H -1.909 1.416 1.938 0.000
Cr 0.165 0.691 0.084 0.962
C 0.532 -3.356 0.060 -0.001
H -2.345 4.142 -1.472 0.000
H 1.917 -2.389 1.444 0.000
H -1.471 -1.644 0.747 0.000
H 4.109 1.817 2.896 0.000
H 4.707 -3.292 -1.608 0.000
H -5.206 0.112 -3.101 0.000
C -0.201 3.526 -0.392 0.003
C -2.344 0.664 -1.271 0.002
H -2.997 -1.416 -0.056 0.000
N -0.903 2.255 -0.419 -0.003
H -0.330 1.235 2.428 0.000
C 3.977 -0.549 -3.462 0.006
C 1.890 2.587 -1.450 -0.001
C -2.307 -2.151 4.963 0.000
C -1.988 2.088 -1.150 0.006
C -4.712 2.132 -2.855 0.001
H 3.699 -0.538 3.151 0.000
H 4.367 -0.215 -4.417 0.000
H -0.862 4.394 -0.388 0.001
O 1.275 1.596 1.525 0.029
C -2.737 3.160 -1.691 -0.001
H -3.524 -0.920 -1.970 0.000
H 0.366 -2.270 -1.806 0.000
H -2.593 -2.898 5.692 0.000
C 3.122 0.345 -2.832 0.002
H 0.149 3.322 -2.503 0.000
H -5.593 2.397 -3.426 0.000
N 3.360 -0.035 2.344 0.000
C -0.169 -3.051 -1.272 0.000
O 2.476 3.363 2.174 0.002
H 3.994 -0.192 1.568 0.000
C 2.296 2.153 2.081 0.002
C -4.487 0.785 -2.646 0.004
H -0.205 -2.370 5.324 0.000
H -0.118 -3.944 -1.900 0.000
H 1.377 -4.010 -0.156 0.000
N -1.458 -0.135 -0.662 -0.009
C 3.218 -2.036 -0.874 -0.002
C -3.913 3.178 -2.406 0.003
C 0.729 3.561 -1.606 -0.001
C -3.277 -1.478 4.236 0.000
N 1.516 1.186 -1.243 -0.014
H 2.457 2.891 -0.561 0.000
C -1.575 -0.217 3.093 0.000
C -1.635 -2.653 -1.141 0.000
H -2.030 -2.456 -2.142 0.000
H 3.204 -2.675 0.000 0.000
H 0.443 -0.649 3.657 0.000
C 4.141 -2.393 -1.827 0.006
C 1.031 -2.117 0.861 -0.002
H 5.122 -2.299 -3.700 0.000
N -1.179 0.749 2.142 -0.001
C -0.967 -1.857 4.750 0.000
```

Values from the calculation:
Calculated total energy (eV): -73603.752
Energy above the lowest of the compared OMol25 structures with the same formula, charge and spin (kcal per mole): 0.0
2S+1: 2
Highest occupied orbital energy (alpha / beta) (eV): -6.92 / -7.07
Largest force on an atom (eV Å⁻¹): 0.97
HOMO-LUMO gap (alpha / beta) (eV): 6.428 / 6.863
Total charge: 0

=====

# C17H23N3O3

A single C17H23N3O3 molecule (wB97M-V/def2-TZVPD, the Open Molecules 2025 dataset).

XYZ file:
```
46
Properties=species:S:1:pos:R:3:nbo_charge:R:1
H -1.931 6.157 -1.161 0.211
C -1.375 -2.686 0.151 0.802
H 5.349 -0.617 -1.398 0.213
C -3.616 3.673 0.391 -0.250
C -2.792 1.510 1.385 -0.456
H -3.446 0.393 -0.346 0.205
C 0.710 -2.377 1.453 -0.326
C 2.872 -2.950 -2.116 -0.606
C -2.644 0.351 0.396 -0.394
H 5.019 -2.142 -0.579 0.189
O -0.937 -3.511 -0.607 -0.616
H -3.789 1.488 1.830 0.203
O -1.062 -0.615 2.899 -0.583
C 1.437 -1.282 0.649 0.678
H 3.348 -3.747 -1.548 0.193
C 3.847 -1.803 -2.359 -0.395
N -0.703 -2.189 1.276 -0.471
H -4.221 5.525 -0.491 0.210
C -2.108 5.223 -0.646 -0.228
H 3.317 -0.972 -2.827 0.200
C 4.552 -1.300 -1.097 -0.398
H -0.046 4.649 -0.648 0.210
N 2.771 -1.428 0.620 -0.606
H -1.689 0.436 -0.127 0.235
C -3.391 4.869 -0.270 -0.205
H 3.196 -2.216 1.082 0.393
N -2.602 -2.109 0.159 -0.618
H -4.621 3.403 0.683 0.205
C -2.687 -1.017 1.098 -0.128
H -3.205 -2.172 -0.645 0.415
H -2.057 1.386 2.182 0.243
H 2.544 -3.364 -3.066 0.214
H 0.976 -3.368 1.079 0.248
H 0.950 -2.282 2.514 0.247
C -2.562 2.821 0.687 0.086
C -1.275 3.184 0.305 -0.251
C 3.648 -0.548 -0.120 -0.228
C -1.050 4.377 -0.357 -0.191
H 3.006 0.157 -0.652 0.232
H -3.579 -1.100 1.729 0.217
H 4.616 -2.140 -3.059 0.201
H -0.450 2.524 0.530 0.221
O 0.831 -0.384 0.105 -0.637
C -1.409 -1.202 1.907 0.713
H 1.988 -2.617 -1.581 0.211
H 4.269 0.012 0.590 0.194
```

Values from the calculation:
Calculated total energy (eV): -28617.496
Energy above the lowest of the compared OMol25 structures with the same formula, charge and spin (kcal per mole): 1.3
Highest occupied orbital energy (eV): -8.92
Largest force on an atom (eV Å⁻¹): 0.65
HOMO-LUMO gap (eV): 9.681
Total charge: 0

=====

# C36H65N5OSi5SnTe

A molecular structure, C36H65N5OSi5SnTe (wB97M-V/def2-TZVPD, the Open Molecules 2025 dataset).

XYZ file:
```
114
Properties=species:S:1:pos:R:3:mulliken_charge:R:1
C -1.479 0.612 3.673 -0.207
H 1.104 -8.632 -1.381 0.300
H -2.872 0.165 -6.010 0.352
C 3.531 -1.508 2.709 1.758
H -1.331 3.432 0.492 0.278
Sn 0.031 -0.532 -0.416 -0.098
C -3.865 0.206 3.517 -0.966
H -3.274 0.949 -1.933 0.067
C -2.795 0.730 4.172 -1.246
H 4.571 -1.509 4.612 0.418
H 2.574 0.590 -1.449 -0.474
C 3.196 -1.967 0.029 -0.649
H -5.246 -1.665 -0.470 0.542
Si -1.739 0.123 -3.793 0.484
H -1.579 -6.004 -0.885 0.591
C 2.403 -5.643 -1.362 -0.380
C -1.836 -1.777 -3.736 -0.745
H 1.952 3.012 -1.415 0.268
H 0.057 -7.456 3.064 0.313
C -0.560 2.681 0.679 -1.225
H -0.900 -6.871 4.425 0.346
H 2.861 -6.289 -0.609 0.323
C -0.509 -6.600 3.441 -1.127
C -2.340 -0.443 1.722 -0.721
C 2.063 -5.383 4.619 -1.095
H -0.742 -3.885 5.295 0.536
C 2.334 -1.191 2.032 0.541
H -1.901 1.628 -5.784 0.311
H -3.710 1.639 -3.491 0.442
C 2.580 -0.730 4.743 -0.948
C 1.189 -0.603 2.714 -0.189
H 2.663 -6.206 4.223 0.333
H -4.869 0.269 3.914 0.427
H -2.129 3.505 -3.345 0.337
N 3.288 2.564 2.245 -0.746
H 1.871 1.460 1.317 -0.575
H 1.506 3.665 -3.000 0.362
H 1.829 2.284 -5.155 0.300
H -2.727 3.119 -1.737 0.337
C -1.923 0.548 -5.622 -1.279
C 1.843 1.199 -5.289 -1.232
C 4.581 -2.076 1.953 -1.166
C 4.427 -2.310 0.616 -1.170
N 2.743 1.927 1.085 0.012
C -1.182 -0.070 2.502 -0.574
H 3.053 -5.647 -2.240 0.457
C 3.650 -1.265 4.099 -1.202
H 2.539 -1.803 -4.308 0.528
H 0.852 4.383 -1.533 0.402
H 5.508 -2.322 2.458 0.427
H 1.197 -2.143 -3.206 -0.245
H 0.598 -0.026 4.701 0.202
H -2.865 -2.120 -3.878 0.644
C 2.842 0.634 -2.509 -0.367
H -0.036 -4.204 -3.107 -0.268
C -4.457 -1.304 0.174 -1.132
N -2.138 -0.837 0.441 0.906
H 0.887 -1.843 -4.915 0.350
H -4.141 -0.025 -3.125 0.491
C 1.505 -1.540 -4.067 -0.724
H 0.824 -5.322 -4.157 0.379
H 1.413 -8.261 -3.079 0.306
H 0.170 -2.731 4.319 0.012
H 1.850 -3.776 1.853 -0.662
Si 0.687 -6.223 -1.849 0.176
H 0.408 3.178 0.777 0.360
O -0.531 1.743 -0.398 0.064
H -2.907 -1.542 -1.318 0.455
N 0.048 -0.395 1.946 1.615
H 3.018 -2.131 -1.031 0.517
H 2.849 0.917 -5.617 0.352
Si -0.363 2.301 -2.074 0.963
C -0.571 -5.960 -0.466 -0.824
H 1.147 0.960 -6.096 0.283
H -2.934 1.247 5.113 0.389
H -1.121 0.108 -6.220 0.277
C -1.846 3.446 -2.291 -1.575
C -0.426 -3.646 4.277 -0.545
H 2.378 -4.624 -0.969 -0.360
H -0.853 -5.649 -3.705 0.375
C 0.101 -5.261 -3.340 -0.507
Te -0.441 -4.061 0.512 -0.022
H 1.670 -5.444 1.339 0.368
H 3.055 2.050 3.090 0.266
H -0.245 -8.434 -2.503 0.311
H 3.404 1.222 0.787 0.409
H -1.465 -2.194 -2.793 -0.233
H -1.236 -2.232 -4.527 0.379
H 3.288 1.617 -2.675 0.464
C -3.359 0.729 -2.999 -1.187
H -5.712 -0.820 1.832 0.445
H -1.364 -6.436 2.781 0.313
C 1.152 -4.617 1.828 0.386
C -3.647 -0.369 2.242 1.454
H -0.715 1.122 4.227 0.480
C -3.139 -1.252 -0.301 -0.454
H 2.879 3.486 2.312 0.271
C 1.133 3.433 -1.999 -1.337
C 1.380 -0.397 4.073 -1.038
H 3.625 -0.112 -2.679 0.445
H 1.781 -5.639 5.643 0.353
H 2.627 -0.544 5.809 0.408
H -1.323 -3.435 3.688 0.133
N 2.212 -1.444 0.712 0.907
H -0.798 2.164 1.604 0.115
C 0.746 -8.057 -2.239 -1.062
C -4.704 -0.842 1.435 -0.962
H 5.215 -2.744 0.016 0.480
C -0.238 0.774 -2.983 0.463
Si 0.554 -5.062 3.552 0.103
H -1.595 4.457 -1.963 0.441
H 2.699 -4.495 4.663 0.305
Si 1.386 0.312 -3.691 0.512
H -0.531 -6.718 0.320 0.396
```

Values from the calculation:
Calculated total energy (eV): -100403.444
Energy above the lowest of the compared OMol25 structures with the same formula, charge and spin (kcal per mole): 0.0
Highest occupied orbital energy (eV): -6.38
Largest force on an atom (eV Å⁻¹): 0.37
HOMO-LUMO gap (eV): 6.015
Total charge: 0